164
Properties=species:S:1:pos:R:3:forces:R:3 method="wB97M-V/def2-TZVPD" smiles="CCOC(=O)C(F)(F)F.CCOS(C)(=O)=O.CCOS(C)(=O)=O.CCOS(C)(=O)=O.CCOS(C)(=O)=O.CCOS(C)(=O)=O.CCOS(C)(=O)=O.CCOS(C)(=O)=O.CCOS(C)(=O)=O.CCOS(C)(=O)=O.CCOS(C)(=O)=O" orbital_gap_ev=10.13 multiplicity=1 e_above_lowest_kcal_mol=47.0
O 1.9397 5.9847 -2.4472 -0.35 0.06 -0.42
S 2.5556 5.1964 -1.4224 -1.06 0.05 -2.94
O 2.9896 5.8790 -0.2839 0.97 0.70 2.42
O 1.5201 4.1361 -0.9529 0.39 -0.53 1.06
C 0.7835 3.2073 -1.7926 1.19 1.33 -1.54
C -0.3597 2.7771 -0.9857 -0.41 -1.91 0.33
C 3.8663 4.3515 -2.2381 -0.02 0.80 0.32
H 1.4644 2.4166 -2.1465 -0.34 -0.01 0.59
H 0.4943 3.7302 -2.7216 -0.09 0.01 0.46
H -0.8566 2.0581 -1.6182 -0.69 -0.18 -0.38
H -1.0681 3.5577 -0.7042 0.35 -0.03 0.11
H -0.0149 2.1158 -0.1669 -0.22 0.82 0.16
H 4.2374 5.1379 -2.9116 0.21 -0.43 0.30
H 3.4218 3.5746 -2.8182 -0.19 -0.68 -0.51
H 4.5829 3.9781 -1.5213 0.20 -0.11 0.01
O -3.3696 -1.8444 -5.5528 -0.49 1.16 -0.12
S -2.5965 -3.0269 -5.5701 -1.32 -0.51 0.64
O -3.3022 -4.2679 -5.4842 -0.06 -0.69 0.13
O -1.7372 -3.0312 -6.8155 1.24 0.05 -1.57
C -1.4570 -4.2551 -7.5948 0.34 1.44 1.39
C -2.2631 -4.1580 -8.7951 0.28 -0.62 -1.82
C -1.4432 -2.9173 -4.3277 0.18 -0.43 2.38
H -1.7070 -5.1337 -7.0302 0.10 -0.24 0.56
H -0.3943 -4.1377 -7.7793 0.10 -0.48 -0.10
H -1.8969 -3.3494 -9.4235 -0.22 0.09 -0.11
H -3.3270 -4.0591 -8.6226 -0.10 -0.14 0.13
H -2.0142 -5.1044 -9.2869 -0.56 0.07 -0.56
H -2.0246 -3.1860 -3.4467 -0.23 0.03 0.22
H -1.1232 -1.9058 -4.1196 0.35 0.20 -0.47
H -0.6646 -3.6699 -4.3303 0.34 0.11 -0.56
O 3.0460 -3.5495 -3.9512 -1.74 0.81 -1.19
S 4.0949 -3.9836 -3.1159 -0.67 -0.21 -0.55
O 5.1484 -4.6856 -3.7108 2.19 -0.72 -0.68
O 4.6387 -2.7841 -2.3499 1.29 0.06 0.57
C 3.8915 -1.5769 -2.1630 -0.06 -0.39 0.74
C 4.7488 -0.4423 -2.5761 -0.67 0.27 -0.78
C 3.4441 -5.0262 -1.9516 -1.03 -1.53 1.36
H 3.7527 -1.5388 -1.1047 -0.41 0.14 0.87
H 2.9135 -1.6727 -2.6155 0.06 0.14 -0.39
H 4.0595 0.4001 -2.5595 0.41 0.57 0.02
H 5.0716 -0.6130 -3.6076 0.19 0.25 0.16
H 5.5804 -0.3134 -1.8899 0.06 0.16 -0.14
H 3.0920 -5.8797 -2.5427 0.40 -0.07 0.12
H 2.5146 -4.6520 -1.5135 0.42 0.41 0.29
H 4.2139 -5.3478 -1.2237 -0.57 0.24 -0.37
O -3.7075 1.7307 0.7238 -1.04 0.47 -3.59
S -3.5627 1.6141 2.0946 4.45 1.66 2.62
O -2.8988 0.4839 2.6127 0.30 -1.81 0.76
O -2.6220 2.8129 2.6538 -0.99 0.28 -1.29
C -2.7723 4.2022 2.0202 -0.55 -3.01 1.26
C -1.7358 4.9820 2.6198 1.23 2.26 1.04
C -4.9728 1.8607 2.9289 -3.23 -0.50 0.84
H -3.7205 4.5377 2.3829 -0.88 0.30 -0.45
H -2.6475 4.0869 0.9701 -0.36 -0.06 -0.83
H -1.8209 5.0921 3.7132 0.02 -0.18 -0.44
H -1.8370 5.9713 2.1830 -0.06 0.50 0.13
H -0.7440 4.7141 2.3292 0.73 -0.65 -0.05
H -5.5259 0.9306 2.8294 -0.14 -0.34 -0.23
H -5.6056 2.5853 2.4290 0.11 0.50 0.26
H -4.8793 1.9570 4.0042 0.44 0.53 -0.03
O 4.9357 2.3463 0.0848 -0.23 0.31 -0.15
S 5.0677 2.0354 1.4769 0.14 -0.31 -0.60
O 5.9964 1.0428 1.8623 0.79 -0.77 0.30
O 5.5051 3.3187 2.2654 0.51 -1.45 0.55
C 4.7637 4.4853 2.0952 -2.37 0.03 -2.03
C 5.5877 5.5990 2.4535 0.38 2.16 0.64
C 3.5005 1.5949 2.1162 -0.27 -0.11 0.64
H 3.8152 4.4600 2.6566 0.35 -0.14 0.10
H 4.4938 4.6015 1.0404 -0.19 -0.28 0.11
H 4.9785 6.4898 2.4708 -0.32 0.40 -0.13
H 6.3939 5.8074 1.7647 0.42 -0.29 0.05
H 5.8804 5.4607 3.4638 0.99 0.06 0.94
H 3.6373 0.7982 2.8558 0.10 0.29 -0.05
H 2.8827 1.2264 1.3108 -0.11 0.06 -0.33
H 3.0426 2.4567 2.5922 -0.17 -0.03 -0.07
O -4.1001 -2.5489 -2.2272 2.41 0.62 0.20
S -5.4457 -2.9535 -2.1980 -1.92 0.21 -0.62
O -5.7847 -4.2382 -1.6834 -0.29 0.14 0.18
O -6.2679 -1.8337 -1.4040 -0.76 -0.38 -0.04
C -5.6938 -0.5988 -0.9057 2.69 -1.70 -0.80
C -6.7025 0.2097 -0.2658 -1.63 0.47 1.02
C -6.1182 -2.7330 -3.8427 -0.15 -0.90 1.67
H -5.1768 -0.0549 -1.7094 -0.17 -0.27 0.03
H -4.9114 -0.9275 -0.1891 -0.31 0.46 -0.27
H -7.4588 0.5982 -0.9427 -0.06 -0.10 -0.18
H -6.1702 1.0629 0.1335 -0.06 0.27 0.39
H -7.2158 -0.3702 0.5231 0.21 0.44 -0.17
H -5.6249 -3.5505 -4.3936 -0.23 0.76 -0.33
H -5.8717 -1.7014 -4.0557 0.15 -0.08 -0.73
H -7.1990 -2.8878 -3.7182 0.34 0.03 -0.35
O 3.0168 -0.8679 5.1665 -0.25 -0.44 0.49
S 2.2837 -1.7433 6.0466 0.54 -0.65 0.49
O 0.9194 -1.4351 6.3494 -0.23 0.14 -0.15
O 2.3653 -3.2468 5.5449 0.12 0.58 -0.53
C 2.7989 -3.4898 4.1716 0.66 -0.12 0.23
C 1.7604 -4.1694 3.3467 0.13 0.39 -0.60
C 3.1048 -1.9661 7.6082 -0.31 1.33 -0.36
H 3.6044 -4.2219 4.2219 0.30 0.23 0.46
H 3.2346 -2.5668 3.7322 -0.61 -0.51 0.35
H 0.8290 -3.6162 3.1878 0.23 -0.19 0.08
H 1.5687 -5.1859 3.6822 -0.16 0.08 0.11
H 2.3459 -4.2204 2.4248 -0.65 -0.33 -0.57
H 2.9216 -0.9983 8.0643 0.35 0.25 0.25
H 4.1606 -2.1524 7.4985 0.20 -0.12 -0.15
H 2.5976 -2.6742 8.2306 -0.29 -0.68 -0.07
O 0.6484 -0.4888 -1.9524 -0.39 -0.07 0.47
S 0.3369 -1.3302 -0.8252 1.34 -0.16 -0.73
O 0.8414 -2.6772 -0.8643 -0.53 0.09 0.23
O 0.9854 -0.5966 0.4086 -0.21 0.82 -0.69
C 1.1032 -1.1557 1.7179 0.04 -0.12 0.18
C 0.5154 -0.2590 2.7512 0.23 -0.04 0.80
C -1.3726 -1.2953 -0.4924 -0.10 1.05 0.70
H 2.1656 -1.2495 1.9216 0.23 -0.15 -0.14
H 0.6632 -2.1235 1.7724 -0.40 -0.82 -0.33
H 0.6629 -0.8160 3.6926 -0.35 0.33 -0.10
H -0.5414 0.0169 2.6359 0.37 -0.22 -0.16
H 1.1639 0.6054 2.8282 -0.31 0.51 0.13
H -1.9408 -1.7410 -1.2813 -0.20 -0.72 -0.32
H -1.7128 -0.2638 -0.4103 0.32 0.26 -0.18
H -1.5140 -1.6978 0.4991 -0.22 -0.72 0.17
O -1.8685 -4.8267 4.4399 -0.37 -0.31 -0.27
S -2.2434 -3.5433 3.9462 0.56 0.59 1.43
O -1.5736 -3.0136 2.8036 0.35 0.46 -0.67
O -3.7649 -3.4946 3.6940 -0.20 -0.74 1.97
C -4.4639 -2.8595 2.6561 -0.03 0.72 -0.17
C -4.6529 -3.8711 1.6027 -1.66 0.33 -1.02
C -2.0396 -2.4393 5.3468 0.41 -0.61 -1.35
H -3.9855 -1.9359 2.3536 0.56 0.08 -0.25
H -5.4136 -2.5335 3.0835 -0.07 -0.32 0.15
H -5.0565 -4.7642 2.0587 0.27 -0.45 0.13
H -3.7888 -4.0816 0.9748 -0.12 0.10 0.04
H -5.5243 -3.4921 1.0515 0.45 -0.23 -0.78
H -2.2826 -1.4363 5.0467 -0.08 0.41 -0.11
H -0.9782 -2.5575 5.5082 0.30 0.35 0.44
H -2.6045 -2.7765 6.1926 -0.32 -0.27 0.28
O 2.2813 2.0810 -4.5584 0.82 0.12 0.53
S 1.1914 1.3600 -5.1272 0.11 0.44 -0.91
O -0.1160 1.6152 -4.6661 -1.23 0.33 0.42
O 1.1887 1.6462 -6.6744 0.14 -0.16 -0.35
C 2.4479 1.9663 -7.3852 -0.79 -0.60 0.93
C 2.0495 2.9970 -8.3752 1.05 0.71 -1.26
C 1.4575 -0.3334 -5.0589 0.46 -1.19 0.67
H 2.8232 1.0209 -7.8273 -0.13 0.61 0.19
H 3.1250 2.3538 -6.6288 0.21 -0.07 -0.13
H 1.5317 3.8505 -7.9277 -0.19 -0.44 -0.03
H 1.5318 2.5581 -9.2300 -0.42 0.17 0.29
H 2.9629 3.4257 -8.8172 -0.07 -0.12 0.12
H 1.6578 -0.5506 -3.9943 0.07 -0.06 -0.58
H 2.2805 -0.6216 -5.7158 0.05 0.02 0.28
H 0.5552 -0.8721 -5.3425 -0.01 0.22 -0.14
C -2.0074 1.6420 5.9867 -0.42 -0.09 0.15
C -0.7805 1.9168 5.1894 0.96 0.11 0.49
O -0.3884 3.2953 5.4231 -0.20 -0.19 0.83
C 0.7203 3.6255 4.8299 -1.38 3.99 0.69
O 1.3784 3.0282 4.0723 1.57 -1.54 -1.25
C 1.0121 5.1939 5.1397 0.87 -0.60 0.17
F 1.5166 5.8391 4.0648 -1.01 -0.46 0.32
F -0.0448 5.8580 5.6489 0.58 -0.37 -0.69
F 2.0021 5.2450 6.0507 -0.21 -0.11 0.29
H -1.8034 1.6720 7.0717 -0.07 -0.37 -0.51
H -2.4240 0.6786 5.6412 0.14 0.40 0.50
H -2.7372 2.4254 5.7966 -0.22 0.02 -0.14
H -0.8930 1.8829 4.1274 -0.36 -0.62 -0.62
H 0.0721 1.3076 5.5105 -0.24 -0.17 -0.23



85
Properties=species:S:1:pos:R:3:forces:R:3 method="wB97M-V/def2-TZVPD" orbital_gap_ev=6.39 multiplicity=1
C -0.1109 -3.5267 -1.2607 -0.17 -0.66 -1.02
C -0.4838 -2.1398 -2.0534 0.03 -0.92 -0.62
C -1.4870 -1.1253 -1.2471 1.26 1.20 -1.14
Br -2.7566 -2.3200 -0.1941 0.65 1.42 -0.70
C -0.7384 0.0022 -0.3213 0.64 2.36 3.92
C -1.1467 0.3335 1.2639 1.81 1.23 -3.59
C -0.3439 1.4846 2.1741 1.19 1.54 -1.96
C -0.9030 1.6954 3.7006 -2.54 0.45 2.27
C -2.5591 1.7134 3.8855 4.54 1.90 3.07
C -3.1203 1.9423 5.4399 5.94 1.72 -0.13
C -1.9881 2.1250 6.6104 0.05 -0.36 -3.28
N -0.4931 2.1138 6.4635 -3.70 -1.01 -5.32
C -0.0083 1.8892 5.0589 -2.28 0.02 -0.19
C 0.9164 2.3598 1.5892 -2.37 -2.10 -0.98
C 1.7821 3.4762 2.4243 -0.39 0.48 -1.34
C 0.9221 4.7651 2.9586 1.38 1.45 1.02
C 2.0256 5.7794 3.6991 0.47 -0.62 -0.01
F 0.3177 5.5839 1.8601 1.00 -2.29 2.20
C 1.3434 2.0749 -0.0008 0.13 -0.48 -1.27
N 2.4547 2.7481 -0.7975 -4.41 -3.62 0.85
S 2.4319 2.0748 -2.4317 -3.16 -0.69 5.87
N 1.1040 0.9225 -2.3029 -0.78 1.26 5.56
C 0.5179 0.9384 -0.9079 1.96 1.28 -1.16
H 0.8886 -3.9658 -1.7428 -2.07 1.06 1.25
H -0.0196 -3.4191 -0.0941 -0.10 -0.16 -2.45
H -0.9579 -4.3171 -1.5447 1.87 1.68 0.99
H -1.0695 -2.4706 -3.0389 1.22 0.80 2.13
H 0.5182 -1.6603 -2.4247 -2.11 -0.36 0.95
H -2.0972 -0.5255 -2.0782 1.05 -1.40 2.10
H -2.0501 -0.2553 1.7754 2.33 1.35 -1.28
H -3.3025 1.5573 2.9947 2.36 0.99 1.60
H -4.2714 1.9390 5.6631 3.08 1.11 0.25
H -2.4105 2.2748 7.7173 1.88 0.10 -4.25
H 1.1761 1.8488 4.9091 -2.95 0.09 0.55
H 2.3892 3.0516 3.3312 -1.42 0.56 -1.70
H 2.5916 3.9040 1.6616 -1.79 -0.97 1.58
H 0.1329 4.5079 3.7919 1.14 0.34 -2.27
H 2.2767 6.7265 3.0516 -0.77 -1.93 1.17
H 3.0351 5.1781 3.8241 -2.13 1.34 -0.24
H 1.6835 6.1015 4.7786 0.54 -0.60 -2.27
C 1.3708 0.7385 -6.4070 0.08 -0.02 -0.19
Cl 1.9575 1.2026 -4.7900 -0.16 -0.50 -2.44
Cl -0.1195 1.6411 -6.7797 0.37 -0.23 0.12
Cl 2.6161 1.1200 -7.6228 -0.28 -0.08 0.24
Cl 1.0289 -1.0099 -6.4355 0.06 0.76 0.00
C -0.3016 7.8390 -0.8610 0.02 -0.18 0.06
Cl -1.7386 7.3186 0.0548 0.36 0.16 -0.26
Cl -0.8049 8.4586 -2.4539 0.11 -0.11 0.34
Cl 0.5414 9.1259 0.0375 -0.19 -0.28 -0.20
Cl 0.7956 6.4528 -1.0826 -0.28 0.38 -0.02
C -1.2924 -4.5825 -6.5215 -0.05 -0.04 -0.10
Cl -2.0111 -5.3115 -5.0631 0.19 0.19 -0.32
Cl -2.3693 -3.3044 -7.1388 0.29 -0.28 0.17
Cl 0.2926 -3.8782 -6.1139 -0.38 -0.51 0.01
Cl -1.0820 -5.8361 -7.7700 -0.08 0.51 0.48
C -0.5262 -9.5144 -9.1085 0.12 -0.05 0.06
Cl -1.3823 -8.1288 -9.8309 0.17 -0.47 -0.02
Cl -1.3189 -11.0292 -9.6099 0.17 0.37 0.11
Cl 1.1677 -9.5194 -9.6609 -0.41 0.06 0.26
Cl -0.5713 -9.3800 -7.3325 0.00 -0.07 -0.45
C 6.1426 5.4179 5.1517 0.09 0.09 -0.01
Cl 7.4416 5.1305 3.9666 -0.35 0.06 0.30
Cl 5.2685 6.9105 4.7243 0.25 -0.35 0.12
Cl 5.0107 4.0420 5.1377 0.35 0.20 0.08
Cl 6.8496 5.5888 6.7781 -0.20 -0.06 -0.42
C 2.3149 -1.7299 2.8064 -0.01 -0.19 0.08
Cl 2.5673 -2.8601 1.4523 -0.01 0.22 0.26
Cl 1.7520 -2.6322 4.2359 0.14 0.17 -0.27
Cl 3.8491 -0.9087 3.1886 -0.25 -0.14 -0.07
Cl 1.0909 -0.5187 2.3487 1.65 -1.66 0.67
C -5.1846 -1.1438 4.1929 -0.64 -0.14 -0.28
Cl -6.7182 -1.0012 3.2972 0.18 -0.14 0.11
Cl -4.0629 -2.1906 3.2871 -0.19 0.30 0.22
Cl -4.4602 0.4718 4.3912 -3.59 -5.30 -0.61
Cl -5.4972 -1.8554 5.7962 0.11 0.18 -0.35
C 1.9356 -10.6973 -13.6941 -0.05 0.01 -0.01
Cl 2.4851 -9.0185 -13.9270 -0.13 -0.40 0.07
Cl 1.7185 -11.4766 -15.2816 0.06 0.19 0.38
Cl 3.1529 -11.5955 -12.7530 -0.29 0.22 -0.20
Cl 0.3859 -10.6984 -12.8150 0.36 -0.05 -0.34
C -3.6969 2.5953 10.8040 -0.18 0.08 0.48
Cl -3.0723 1.9535 9.2637 -0.94 -0.21 2.26
Cl -3.7447 1.2897 12.0155 0.02 0.31 -0.31
Cl -2.6301 3.9010 11.3796 -0.27 -0.37 -0.20
Cl -5.3407 3.2368 10.5571 0.42 -0.17 0.02